Record 1
# C6H24N2O6

A cluster of 6 separate species, C6H24N2O6 in total (ωB97M-V/def2-TZVPD, the OMol25 dataset).

SMILES string = NC(N)=O.CO.CO.CO.CO.CO
HOMO level = -9.49 eV
HOMO-LUMO gap = 9.894 eV
Energy relative to the best compared isomer or geometry (same formula, charge and spin) = 0.00 kJ/mol
E = -21875.5614 eV
LUMO = 0.407 eV

Geometry as ORCA input:
```
! RIJCOSX wB97M-V def2-TZVPD def2/J DEFGRID3
* xyz 0 1
N -1.168 -2.687 -2.712
C 0.063 -2.105 -2.936
N 0.820 -2.692 -3.907
O 0.442 -1.155 -2.259
H -1.726 -2.202 -2.030
H -1.624 -3.221 -3.427
H 1.662 -2.208 -4.155
H 0.421 -3.474 -4.387
C 1.311 2.128 -3.652
O 0.507 2.252 -4.819
H 0.791 2.610 -2.829
H 1.459 1.074 -3.394
H 2.298 2.595 -3.732
H 1.058 2.030 -5.574
C -1.319 -2.943 1.418
O -2.734 -3.106 1.239
H -0.998 -1.993 0.982
H -1.079 -2.928 2.482
H -0.805 -3.743 0.894
H -3.158 -2.500 1.853
C -1.478 0.267 3.177
O -0.086 0.131 2.914
H -1.949 0.832 2.364
H -1.973 -0.706 3.220
H -1.575 0.834 4.099
H 0.023 -0.058 1.965
C 0.063 1.405 -0.134
O 0.154 0.030 0.203
H 0.994 1.716 -0.617
H -0.844 1.647 -0.686
H 0.101 1.972 0.801
H 0.260 -0.533 -0.583
C 1.820 3.058 4.249
O 1.653 2.354 3.028
H 0.863 3.182 4.769
H 2.457 2.478 4.930
H 2.277 4.025 4.067
H 1.020 1.635 3.182
*
```

Results of the Mulliken charge analysis, in e, for atoms 1 through 4:
1. N -0.434
2. C 0.678
3. N -0.436
4. O -0.714

Record 2
# C6H24O6

A cluster of 6 separate species, C6H24O6 in total (ωB97M-V/def2-TZVPD, the OMol25 dataset).

SMILES string = CO.CO.CO.CO.CO.CO
HOMO level = -9.53 eV
HOMO-LUMO gap = 10.153 eV
Energy relative to the best compared isomer or geometry (same formula, charge and spin) = 456.64 kJ/mol
E = -18892.2800 eV
LUMO = 0.621 eV

Geometry as ORCA input:
```
! RIJCOSX wB97M-V def2-TZVPD def2/J DEFGRID3
* xyz 0 1
C 3.613 -0.784 -0.921
O 3.501 -1.811 -1.887
H 3.017 0.071 -1.332
H 4.679 -0.566 -0.838
H 3.232 -1.096 0.051
H 3.978 -1.424 -2.584
C 0.997 0.246 1.399
O 0.648 0.122 -0.024
H 0.124 0.598 1.887
H 1.770 1.026 1.490
H 1.420 -0.641 1.885
H -0.118 -0.495 -0.106
C -2.291 -0.322 -1.118
O -1.717 -1.435 -0.328
H -3.324 -0.089 -0.967
H -2.205 -0.664 -2.183
H -1.739 0.604 -0.865
H -1.962 -2.319 -0.748
C -2.969 1.884 1.795
O -3.993 1.777 0.848
H -2.596 0.845 2.021
H -3.242 2.307 2.761
H -2.291 2.579 1.333
H -4.572 2.532 0.910
C -0.239 3.040 -0.653
O 0.746 2.395 -1.412
H -0.157 2.940 0.380
H -1.124 2.524 -0.859
H -0.403 4.021 -1.019
H 1.084 1.584 -0.922
C 0.708 -3.366 0.432
O 2.030 -3.382 0.124
H 0.477 -4.403 0.721
H 0.126 -3.124 -0.409
H 0.529 -2.682 1.260
H 2.265 -2.491 -0.121
*
```

Results of the Mulliken charge analysis, in e, for atoms 1 through 4:
1. C -0.448
2. O -0.519
3. H 0.162
4. H 0.349

Record 3
# C6H25NO7

A cluster of 8 separate species, C6H25NO7 in total (ωB97M-V/def2-TZVPD, the OMol25 dataset).

HOMO level (alpha / beta) = -13.17 / -13.17 eV
HOMO-LUMO gap (alpha / beta) = 8.540 / 4.888 eV
Energy relative to the best compared isomer or geometry (same formula, charge and spin) = 221.48 kJ/mol
E = -22439.4781 eV
LUMO (alpha / beta) = -4.634 / -8.285 eV
Expectation value of S² = 0.75

Geometry as ORCA input:
```
! RIJCOSX wB97M-V def2-TZVPD def2/J DEFGRID3
* xyz 1 2
C -1.947 -1.763 0.933
C -2.342 -0.296 1.249
C -2.342 0.527 0.036
C -2.434 1.919 0.153
C -2.454 2.758 -1.040
C -1.415 3.176 -1.738
N -0.826 -1.983 0.038
H -2.795 -2.364 0.582
H -1.801 -2.261 1.896
H -1.454 0.055 1.807
H -3.212 -0.320 1.907
H -2.263 0.052 -0.933
H -2.385 2.322 1.163
H -3.492 2.988 -1.314
H -0.433 3.500 -1.384
H -1.447 3.723 -2.682
H -0.870 -1.400 -0.784
H 0.050 -1.914 0.536
H 0.300 -3.115 -2.086
H 1.772 -2.927 -2.542
O 0.890 -2.542 -2.586
H 2.835 -2.055 2.607
H 2.072 -0.797 2.446
O 2.096 -1.699 2.098
H 3.910 0.778 -0.495
H 3.027 1.641 -1.373
O 3.228 1.457 -0.450
H 0.711 -0.732 -3.138
H -0.114 0.629 -3.087
O 0.758 0.232 -3.066
H 1.990 1.386 0.691
H 1.337 2.470 1.417
O 1.412 1.508 1.480
H 2.733 -1.360 0.131
H 2.095 -1.053 -1.306
O 2.902 -1.162 -0.797
H 0.014 -0.516 2.433
H -0.302 -0.717 3.900
O 0.196 -0.147 3.299
*
```

Results of the Mulliken charge analysis, in e, for atoms 1 through 4:
1. C -0.945
2. C -0.023
3. C -0.038
4. C -0.183

Record 4
# C6H26KO10

A structure of composition C6H26KO10 (ωB97M-V/def2-TZVPD, the OMol25 dataset).

HOMO level = -12.45 eV
HOMO-LUMO gap = 9.420 eV
Energy relative to the best compared isomer or geometry (same formula, charge and spin) = 0.00 kJ/mol
E = -43437.2912 eV
LUMO = -3.028 eV

Geometry as ORCA input:
```
! RIJCOSX wB97M-V def2-TZVPD def2/J DEFGRID3
* xyz 1 1
K -0.391 -0.151 -0.308
O -2.812 0.797 -0.662
H -2.738 1.705 -0.903
H -3.766 0.655 -0.786
O 0.861 -2.250 -1.701
H 0.100 -2.345 -2.308
H 0.888 -3.064 -1.160
O -1.499 0.393 2.177
H -1.643 1.320 2.345
H -2.198 0.014 2.695
O -0.006 2.395 0.387
H 0.447 2.922 1.029
H -0.903 2.636 0.563
C 4.102 0.249 1.648
C 2.804 0.665 0.948
O 2.161 -0.525 0.683
O 4.792 1.377 2.011
H 4.790 -0.270 1.036
H 3.935 -0.410 2.520
H 2.920 1.340 0.073
H 2.054 1.264 1.563
H 1.987 -0.852 1.586
H 5.652 1.064 2.431
C -2.114 -2.789 2.534
C -2.786 -2.544 1.181
O -1.756 -2.551 0.138
O -3.042 -2.835 3.607
H -1.265 -2.148 2.760
H -1.704 -3.779 2.340
H -3.270 -1.508 1.211
H -3.511 -3.255 0.936
H -2.037 -3.101 -0.628
H -3.242 -1.909 3.853
C 0.194 2.341 -3.925
C 0.883 1.044 -3.415
O 1.133 1.123 -2.044
O -0.985 2.538 -3.155
H -0.171 2.207 -4.961
H 0.741 3.268 -3.778
H 1.929 0.943 -3.917
H 0.211 0.157 -3.418
H 0.916 2.025 -1.846
H -1.662 1.846 -3.339
*
```

Results of the Mulliken charge analysis, in e, for atoms 1 through 4:
1. K 0.869
2. O -0.478
3. H 0.229
4. H 0.241

Record 5
# C6H26O10

A cluster of 11 separate species, C6H26O10 in total (ωB97M-V/def2-TZVPD, the OMol25 dataset).

SMILES string = c1ccccc1.O.O.O.O.O.O.O.O.O.O
HOMO level = -9.45 eV
HOMO-LUMO gap = 9.398 eV
Energy relative to the best compared isomer or geometry (same formula, charge and spin) = 52.63 kJ/mol
E = -27118.3002 eV
LUMO = -0.048 eV

Geometry as ORCA input:
```
! RIJCOSX wB97M-V def2-TZVPD def2/J DEFGRID3
* xyz 0 1
C -0.327 0.510 2.085
C -0.034 -0.545 2.908
C 0.276 -1.795 2.336
C 0.638 -1.979 1.015
C 0.394 -0.840 0.181
C -0.175 0.285 0.679
H -0.678 1.463 2.418
H -0.198 -0.518 3.981
H 0.586 -2.590 3.005
H 1.190 -2.799 0.596
H 0.743 -1.009 -0.832
H -0.474 1.101 0.043
O 3.935 0.701 -0.495
H 3.685 1.624 -0.617
H 3.440 0.104 -1.057
O -0.714 -2.968 -2.221
H -0.815 -2.003 -2.006
H -1.091 -2.923 -3.118
O -1.998 -0.801 -1.290
H -2.772 -0.809 -1.867
H -2.280 -1.330 -0.523
O 3.493 -0.101 2.144
H 2.806 -0.758 2.015
H 3.233 0.710 1.714
O 1.728 -2.027 -2.905
H 2.402 -2.582 -2.504
H 0.834 -2.334 -2.633
O 0.191 2.529 -2.400
H 0.824 1.963 -2.865
H 0.175 2.040 -1.562
O -2.339 2.497 -1.072
H -2.319 3.376 -1.456
H -1.821 1.932 -1.659
O 2.153 3.150 0.037
H 1.803 3.978 -0.312
H 2.440 3.388 0.924
O -3.515 -1.614 1.793
H -3.420 -0.635 1.835
H -2.586 -1.774 2.033
O -2.975 0.848 0.800
H -2.823 1.004 -0.158
H -3.619 1.531 1.008
*
```

Results of the Mulliken charge analysis, in e, for atoms 1 through 4:
1. C -0.777
2. C -0.453
3. C -0.674
4. C -0.785

Record 6
# C6H26O10

A cluster of 7 separate species, C6H26O10 in total (ωB97M-V/def2-TZVPD, the OMol25 dataset).

SMILES string = OCCO.OCCO.OCCO.O.O.O.O
HOMO level = -9.20 eV
HOMO-LUMO gap = 8.834 eV
Energy relative to the best compared isomer or geometry (same formula, charge and spin) = 343.57 kJ/mol
E = -27115.2849 eV
LUMO = -0.367 eV

Geometry as ORCA input:
```
! RIJCOSX wB97M-V def2-TZVPD def2/J DEFGRID3
* xyz 0 1
O 1.397 -0.218 0.717
C 1.704 -1.232 1.596
C 1.544 -0.540 2.946
O 1.656 -1.432 4.024
H 0.617 -0.470 0.204
H 1.086 -2.064 1.437
H 2.700 -1.543 1.575
H 0.536 -0.053 2.990
H 2.338 0.317 3.104
H 1.291 -2.235 3.762
O 0.892 1.146 -2.186
C 1.856 0.300 -2.844
C 3.255 0.879 -3.004
O 4.084 -0.188 -3.422
H 0.303 0.606 -1.634
H 1.872 -0.581 -2.180
H 1.329 -0.020 -3.707
H 3.577 1.346 -2.066
H 3.313 1.700 -3.692
H 4.284 -0.815 -2.658
O -1.597 2.889 2.944
C -2.059 2.161 1.795
C -1.812 2.998 0.549
O -2.499 2.219 -0.413
H -1.033 3.540 2.680
H -1.582 1.170 1.695
H -3.153 2.092 1.898
H -0.887 3.267 0.117
H -2.238 3.995 0.642
H -3.427 2.236 -0.242
O -1.575 -1.747 1.191
H -1.177 -2.565 0.893
H -1.805 -1.922 2.134
O -3.156 -2.805 -0.753
H -2.909 -2.782 0.148
H -4.006 -3.212 -0.611
O -1.010 -0.172 -1.011
H -1.641 0.531 -1.005
H -1.331 -0.644 -0.204
O -0.115 -2.311 -2.317
H -0.490 -1.562 -1.830
H -0.132 -2.279 -3.265
*
```

Results of the Mulliken charge analysis, in e, for atoms 1 through 4:
1. O -0.430
2. C -0.467
3. C 0.003
4. O -0.525

> energy relative to the best compared isomer or geometry (same formula, charge and spin) of number 3 (C6H25NO7)?

221.48 kJ/mol

> Which value of E does entry 4 give?

-43437.2912 eV

> Number 1 is which compound?

C6H24N2O6